Here is a 6-piece molecular cluster, C6H24NO6 overall at a distorted geometry from the Open Molecules 2025 dataset. Energies are from ωB97M-V/def2-TZVPD.

XYZ file:
```
37
Properties=species:S:1:pos:R:3:forces:R:3
O 1.02382 -3.32475 2.21511 0.726 -2.997 -1.592
O -2.36610 1.34224 2.84780 0.760 3.703 2.921
O 1.26301 3.00605 -1.77589 0.777 2.506 2.153
O -2.54678 1.69985 -1.26265 0.954 0.180 -1.243
O 2.36097 -0.20763 1.34249 -0.656 -1.944 -3.881
O -0.87330 2.53026 0.42597 0.296 -0.265 1.185
N -0.19463 0.68693 -1.73040 -1.170 0.772 0.289
C -0.51859 -0.83097 0.27299 -2.910 -0.855 -0.318
C 0.87513 -2.62075 -0.70347 0.998 -2.548 -1.104
C 0.16702 0.43591 -0.27130 1.143 -0.468 1.169
C -0.29255 1.55680 0.82143 2.654 0.373 -1.548
C 1.46761 -2.08256 -2.05583 -1.406 0.465 -0.308
C -0.55560 -2.17885 -0.49469 0.538 0.752 2.139
H 1.04275 3.74400 -1.07653 0.252 -2.159 -2.010
H 1.90871 -1.11381 -1.83335 1.316 -0.327 -0.151
H 0.78991 -3.73086 -0.82600 0.425 0.594 0.004
H -1.18836 1.01154 -1.94154 0.607 -0.629 1.063
H 0.67833 -1.68445 -2.79860 0.625 -1.476 0.851
H 1.34555 0.31648 -0.26422 -2.690 0.483 0.165
H -1.28982 -2.88600 0.05564 1.597 1.000 -0.711
H 0.00977 -0.15309 -2.23811 -0.013 -0.636 -0.290
H 2.54209 0.09512 2.17545 0.908 0.455 3.444
H -2.42066 0.74942 2.18662 -0.568 -3.372 -3.207
H 0.34632 1.42919 -2.16662 0.726 0.488 0.515
H 0.89981 -4.13622 1.53876 0.457 2.734 2.456
H -2.72240 0.97973 3.64962 -0.289 -0.427 0.352
H -3.34428 1.34828 -0.96406 -2.233 -1.104 0.559
H 2.34036 -1.19250 1.24179 0.162 1.394 0.985
H 1.64548 -2.51951 0.13692 -1.513 0.240 -1.144
H 2.06381 -2.86151 -2.59628 -0.127 1.227 0.570
H -2.55757 2.60071 -0.96761 0.300 0.817 0.279
H 0.22868 1.46638 1.88705 -1.464 -0.172 -1.872
H 1.82021 -3.59451 2.74290 -1.126 0.220 -0.598
H -0.94786 -2.03944 -1.46276 -0.857 0.064 -1.185
H 2.24318 3.09630 -1.81054 -0.871 -0.222 -0.236
H -0.18321 -1.08603 1.26350 0.581 0.322 0.394
H -1.63948 -0.69350 0.42324 1.088 0.808 -0.096
```
Forces are in eV/Å.

## Properties
Relative energy (zero: lowest compared OMol25 entry of this formula, charge and spin)   1.5618 eV
Charge   +1
Strongest force on any atom   4.78 eV/Å
HOMO   -13.1 eV
HOMO-LUMO gap   10.6 eV
LUMO energy   -2.485 eV
Electronic energy   -748.87955 a.u.

***

Here is a 6-piece molecular cluster, C14H38NO5S6 overall at a distorted geometry from the Open Molecules 2025 dataset. Energies are from ωB97M-V/def2-TZVPD.

XYZ file:
```
64
Properties=species:S:1:pos:R:3:forces:R:3
S -6.45434 -4.42742 -3.80078 -0.072 -0.038 -0.046
S -2.83387 -5.42811 1.83539 -0.042 0.117 -0.083
S 2.41538 5.77328 -1.16918 -1.465 -0.116 -0.214
S -1.00654 -4.57236 -2.11884 -0.060 -0.142 -0.051
S -0.06508 1.41672 -0.76608 -0.034 -0.095 -0.108
S 5.59997 4.77297 3.09228 -0.035 0.014 0.370
O 1.36804 1.40293 -1.19792 0.054 0.245 0.076
O -3.11056 -6.85033 1.51683 0.022 -0.068 0.039
O -0.81943 -3.44147 -1.15998 0.067 0.188 -0.004
O -5.20846 -4.55084 -2.99627 -0.022 0.058 0.033
O 5.40474 5.03437 1.62591 0.154 0.284 0.308
N 4.63026 4.12566 -0.75924 -1.355 -0.150 -0.235
C 7.23199 5.35904 3.54087 0.143 -0.001 -0.197
C -1.04934 -5.22953 1.86410 0.120 -0.048 0.068
C 2.26720 5.69177 1.41523 -0.485 -0.698 0.672
C -3.07281 -5.23217 3.60815 0.040 -0.004 0.106
C 0.45899 -4.61817 -3.15716 0.078 0.043 -0.026
C 1.79382 4.91339 2.19586 0.534 -0.178 -0.444
C -2.13656 -4.01201 -3.38787 -0.023 0.189 -0.015
C -0.05714 2.14523 0.87230 0.008 0.020 0.175
C 3.27806 4.12617 -1.24106 1.943 -0.321 0.129
C -7.68105 -5.47633 -3.01617 -0.078 -0.038 0.053
C -7.21756 -2.86674 -3.34376 -0.054 0.071 0.052
C 4.70690 6.06045 3.96758 -0.039 0.062 0.011
C -0.48744 -0.24804 -0.27514 0.035 -0.100 0.037
C 2.93067 6.47686 0.41721 0.348 0.391 -0.294
H 2.62482 7.51888 0.43653 0.064 0.144 -0.132
H 7.96479 4.70902 3.06806 -0.011 -0.027 -0.003
H 7.36348 6.38206 3.18932 -0.039 -0.001 -0.009
H -0.48694 -0.87899 -1.16174 -0.011 -0.036 0.018
H -2.20019 -4.76606 -4.17151 -0.022 -0.045 0.034
H -2.49730 -5.98926 4.14095 0.003 -0.024 -0.041
H -8.64708 -5.32342 -3.49692 0.007 -0.004 -0.023
H 4.92358 5.98332 5.03232 0.020 -0.020 -0.003
H -1.04644 2.09492 1.32609 -0.026 0.006 -0.057
H -4.13232 -5.36142 3.81769 -0.014 -0.009 -0.045
H 3.24386 3.82460 -2.28394 -0.463 0.238 -0.206
H 0.23816 3.18641 0.75054 -0.060 0.016 0.002
H 0.67244 1.62223 1.49303 0.008 -0.043 -0.056
H -2.75933 -4.23187 3.90765 -0.011 0.009 -0.013
H -0.68637 -5.35283 0.84703 -0.051 0.046 -0.030
H -8.19738 -2.79218 -3.81486 0.005 -0.004 -0.020
H -1.78337 -3.06417 -3.79805 0.089 -0.025 0.036
H 3.64436 5.91174 3.80104 0.004 -0.028 0.009
H -1.48269 -0.25280 0.16920 -0.019 0.021 -0.038
H 5.00893 7.03716 3.58791 0.049 -0.024 -0.012
H 1.60094 4.06177 2.80641 -0.396 0.220 0.251
H 5.11902 4.99058 -0.93529 0.364 -0.181 -0.092
H 0.25059 -0.62120 0.43454 0.034 0.024 -0.022
H 2.98111 6.53554 -2.12237 0.562 -0.050 0.247
H -7.36739 -6.50955 -3.14584 0.041 0.008 -0.025
H -0.80245 -4.22805 2.21561 -0.011 0.021 -0.040
H 1.30306 -4.91244 -2.53693 -0.027 -0.011 0.034
H 7.34185 5.30781 4.62323 -0.036 -0.041 0.000
H 4.66862 3.91569 0.23151 0.242 0.298 -0.049
H -6.57758 -2.06428 -3.70411 0.029 -0.027 -0.027
H -7.30793 -2.80894 -2.25913 0.029 -0.043 0.001
H 0.31399 -5.35244 -3.94885 -0.013 -0.018 0.011
H -0.60982 -5.98668 2.51441 -0.059 -0.022 0.003
H 0.63820 -3.62945 -3.58001 -0.036 0.014 0.022
H 4.00650 6.35126 0.54873 0.139 0.132 -0.048
H 2.64738 3.46871 -0.65151 -0.240 -0.116 -0.093
H -7.73789 -5.23935 -1.95404 0.048 0.024 -0.006
H -3.11905 -3.88166 -2.93895 0.024 -0.110 0.006
```
Forces are in eV/Å.

## Properties
Charge   +1
Strongest force on any atom   1.97 eV/Å
HOMO   -9.8 eV
HOMO-LUMO gap   7.0 eV
LUMO energy   -2.808 eV
Electronic energy   -3375.81051 a.u.

***

Here is C31H24BFeO2P2S2 as an isolated structure from the Open Molecules 2025 dataset. Energies are from ωB97M-V/def2-TZVPD.

XYZ file:
```
63
Properties=species:S:1:pos:R:3:forces:R:3
Fe 0.96213 0.03411 1.55667 -0.303 -0.310 -0.126
S -0.40974 -1.84628 2.06822 0.121 0.039 0.086
S 2.71164 -0.25312 -0.00363 0.229 -0.057 -0.134
P -1.21806 -1.09935 0.33921 0.147 -0.116 0.100
P 1.09239 0.30352 -1.12418 -0.181 -0.094 0.138
O 2.91505 0.97765 3.64329 -0.183 -0.297 -0.122
O 0.89455 1.80944 4.29265 -0.275 -0.043 -0.166
C 1.34406 2.00182 -1.70117 -0.102 0.005 0.012
C -3.32530 0.68666 0.31256 -0.084 0.049 0.007
C -2.50613 -2.65752 -1.60763 0.001 0.000 -0.015
C -1.35036 -2.45030 -0.86204 -0.035 0.088 -0.018
C -5.10679 -1.06262 1.52914 0.030 -0.077 0.016
C 2.57220 2.64418 -1.62089 0.031 -0.025 -0.037
C 1.00197 -0.67714 -2.64789 -0.015 0.034 0.048
C -5.52205 0.21198 1.16240 -0.018 0.050 -0.011
C 2.96284 1.29965 4.96974 0.409 0.288 0.231
C 2.58385 2.14063 7.54680 -0.105 0.044 0.020
C -3.80376 -1.46493 1.28921 -0.063 0.051 0.012
C 1.75101 1.83312 5.36289 -0.030 -0.030 -0.090
C -0.26011 0.22459 -0.09584 0.172 0.388 -0.252
C 4.01716 1.17503 5.84708 0.071 -0.027 -0.042
C -0.29115 -1.46494 -4.51860 0.010 -0.003 -0.007
C -0.20290 -0.73459 -3.34603 0.011 0.017 0.005
C 0.25207 2.66310 -2.25941 -0.007 0.096 -0.017
C 2.11441 -1.35105 -3.13283 0.038 -0.039 -0.030
C -2.53364 -3.64523 -2.58308 -0.010 -0.001 -0.004
C -1.40725 -4.41666 -2.82295 0.003 0.001 0.009
C 0.82429 -2.13723 -5.00363 -0.026 0.021 0.014
C 0.39329 3.95286 -2.74385 -0.019 -0.028 0.006
C 3.80155 1.60249 7.15459 0.096 -0.030 0.007
C -0.24952 -4.20851 -2.08261 -0.015 0.015 0.021
C 2.70966 3.93861 -2.10386 -0.004 0.017 -0.010
C 1.62412 4.59181 -2.66677 0.029 -0.009 0.011
C 1.52658 2.26929 6.64832 -0.075 0.036 0.029
C -0.22243 -3.23200 -1.10161 0.040 -0.051 0.009
C -2.91183 -0.58856 0.67419 -0.058 0.041 -0.023
C -4.63377 1.08718 0.55766 0.052 -0.048 0.000
C 2.02397 -2.07832 -4.31204 0.021 -0.003 0.010
B 1.58588 1.20669 3.23546 0.080 0.051 0.333
H -4.95025 2.08437 0.28137 -0.018 -0.001 0.005
H 3.04750 -1.32242 -2.58397 -0.012 0.014 0.018
H 1.73161 5.60184 -3.04026 0.011 0.005 0.002
H 4.59825 1.51527 7.88144 0.017 -0.009 -0.019
H 3.66842 4.43497 -2.03208 -0.003 0.018 -0.007
H 2.89317 -2.60432 -4.68504 0.001 -0.002 -0.005
H 4.96514 0.76171 5.53124 -0.004 -0.003 -0.014
H 0.75517 -2.71163 -5.91841 -0.008 0.000 -0.005
H -1.42949 -5.18310 -3.58711 0.002 -0.003 -0.002
H -6.53966 0.52512 1.35727 -0.005 -0.008 0.004
H -3.43886 -3.80653 -3.15437 0.009 -0.014 -0.010
H -3.48163 -2.45486 1.59004 0.046 0.002 -0.013
H -1.07877 -0.22734 -2.95886 0.009 0.006 0.002
H 0.67748 -3.06980 -0.51827 -0.009 0.003 0.004
H -3.38694 -2.05277 -1.43274 0.010 0.009 0.012
H -1.23423 -1.51709 -5.04679 0.004 -0.011 -0.015
H -2.61391 1.36534 -0.14165 0.032 -0.027 0.003
H -5.79592 -1.74450 2.01015 -0.021 0.021 -0.001
H 2.45356 2.46263 8.57128 -0.024 0.008 -0.001
H -0.45817 4.46360 -3.17439 -0.003 0.002 0.001
H 0.63264 -4.80683 -2.26913 -0.002 -0.004 -0.007
H -0.71532 2.17689 -2.29886 0.006 -0.030 0.020
H 3.41804 2.13954 -1.17259 -0.016 -0.021 0.013
H 0.57230 2.68387 6.94219 -0.005 -0.001 -0.005
```
Forces are in eV/Å.

## Properties
Relative energy (zero: lowest compared OMol25 entry of this formula, charge and spin)   0.0000 eV
Expectation value of S²   8.768
Strongest force on any atom   0.55 eV/Å
HOMO (spin up / spin down)   -7.6 / -8.1 eV
HOMO-LUMO gap (spin up / spin down)   8.1 / 7.6 eV
LUMO energy (spin up / spin down)   0.483 / -0.499 eV
Electronic energy   -4113.91762 a.u.
2S+1   6

***

Here is an isolated molecule of C4H6N2OS at a distorted geometry from the Open Molecules 2025 dataset. Energies are from ωB97M-V/def2-TZVPD.

XYZ file:
```
14
Properties=species:S:1:pos:R:3:forces:R:3
S 1.16896 0.38039 -2.34716 -0.362 -0.466 1.139
O 3.00072 -0.85372 -0.08942 -0.753 0.257 -1.310
N -0.34232 -0.38547 1.25819 3.638 -0.777 2.564
N 1.96855 -0.71563 0.77872 -0.829 -0.333 0.924
C 0.34935 0.06348 -0.96001 -2.080 0.235 0.109
C -1.44892 0.39391 0.81525 0.982 0.202 -2.592
C -1.22761 0.38969 -0.76629 1.622 0.561 0.352
C 0.77353 -0.45567 0.37610 0.012 1.121 -1.247
H 0.05153 -0.24625 2.24882 -1.292 -0.337 -1.926
H 2.65977 -0.73564 -1.02608 0.407 0.052 0.927
H -1.44547 1.38536 -1.25591 0.007 -1.356 0.446
H -2.31025 -0.20694 1.02400 -0.997 0.589 0.425
H -1.40693 1.43545 1.14267 -0.513 -0.184 0.369
H -1.79091 -0.44898 -1.19886 0.157 0.436 -0.179
```
Forces are in eV/Å.

## Properties
Relative energy (zero: lowest compared OMol25 entry of this formula, charge and spin)   3.9876 eV
Strongest force on any atom   4.52 eV/Å
HOMO   -8.7 eV
HOMO-LUMO gap   7.6 eV
LUMO energy   -1.100 eV
Electronic energy   -738.85814 a.u.